# 1
Entry from the Open Molecules 2025 dataset: a 5-piece molecular cluster, C25H47NO12P overall at a distorted geometry (ωB97M-V/def2-TZVPD).

Structure (XYZ):
```
86
C25H47NO12P | the Open Molecules 2025 dataset | ωB97M-V/def2-TZVPD
C -3.85158 -1.18876 -3.36527
C -3.36304 -1.38474 -1.90141
C -2.33896 -2.54794 -1.72800
C -1.23797 -2.56138 -2.83129
C -0.17602 -3.67234 -2.53936
C 0.83094 -3.28795 -1.41681
C 2.06595 -2.57025 -2.03379
C 3.05534 -2.10161 -0.90020
P 2.73455 -0.28368 -0.62839
C 3.49324 0.39670 0.91759
C 2.70282 0.10687 2.23592
C 1.16113 0.32203 2.15022
C 0.69458 1.79638 2.34381
C 1.55896 2.85099 1.58007
N 1.26717 2.79146 0.11990
H -4.28346 -2.10216 -3.81030
H -3.07758 -0.76289 -4.03045
H -4.66069 -0.43343 -3.34665
H -4.23642 -1.62099 -1.26323
H -2.93929 -0.41977 -1.55427
H -2.88407 -3.50682 -1.68640
H -1.81088 -2.40482 -0.76005
H -0.74263 -1.57017 -2.92616
H -1.70590 -2.79529 -3.80301
H 0.35974 -3.90983 -3.47931
H -0.74333 -4.59030 -2.28306
H 1.14019 -4.23058 -0.92320
H 0.33884 -2.64061 -0.66300
H 1.70375 -1.72880 -2.65851
H 2.62380 -3.26172 -2.68795
H 4.09798 -2.16621 -1.26957
H 2.94409 -2.67713 0.03383
H 1.36085 0.05031 -0.76915
H 3.38316 0.37195 -1.71683
H 4.47909 -0.10990 1.01637
H 3.72605 1.46293 0.75176
H 2.87768 -0.89608 2.66011
H 3.08258 0.83032 2.98706
H 0.69301 -0.09816 1.23376
H 0.72109 -0.25655 2.98297
H -0.33000 1.86781 1.91994
H 0.61923 2.11291 3.39963
H 1.21665 3.84700 1.92743
H 2.63696 2.79954 1.81165
H 0.74991 1.94049 -0.08298
H 0.59537 3.52847 -0.06759
C 3.39055 4.55323 -2.47839
C 3.06558 3.39976 -3.38773
O 3.93016 3.61365 -4.49699
C 4.97776 4.36276 -4.05921
O 5.95632 4.57601 -4.68825
O 4.75257 4.82793 -2.80280
H 3.28402 4.30141 -1.42434
H 2.78781 5.43854 -2.69408
H 3.30352 2.43021 -2.93735
H 2.02364 3.39693 -3.70358
C 3.76768 -1.35579 7.13254
C 3.94743 -2.10426 5.84014
O 2.70578 -1.86772 5.16921
C 2.17975 -0.72663 5.67669
O 1.23423 -0.16237 5.22148
O 2.86362 -0.31112 6.76274
H 4.70003 -0.94547 7.51481
H 3.30310 -1.96568 7.91013
H 4.76089 -1.70075 5.23156
H 4.11214 -3.16946 5.98940
C -2.04864 -0.82481 6.13364
C -2.99350 -0.13145 5.19012
O -4.27230 -0.51197 5.69174
C -4.11955 -0.83282 7.00331
O -5.01423 -1.03120 7.75245
O -2.80559 -0.89542 7.34015
H -1.12514 -0.26920 6.28568
H -1.80384 -1.84021 5.81000
H -2.90515 0.95728 5.23403
H -2.86982 -0.45492 4.15740
C -6.73037 0.64543 -6.05249
C -6.71761 1.77670 -7.04492
O -5.66490 2.60825 -6.55609
C -4.83590 1.82971 -5.82098
O -3.77624 2.17498 -5.41157
O -5.37208 0.60174 -5.61200
H -7.02422 -0.30294 -6.49861
H -7.37427 0.84824 -5.19316
H -6.46637 1.44543 -8.05533
H -7.65976 2.32070 -7.07517
```

## Properties
* highest occupied orbital energy: -12.415 eV
* net charge: +1
* spin multiplicity: 1

# 2
Entry from the Open Molecules 2025 dataset: C25H48BNP2Pt as an isolated structure at a distorted geometry (ωB97M-V/def2-TZVPD).

Structure (XYZ):
```
78
C25H48BNP2Pt | the Open Molecules 2025 dataset | ωB97M-V/def2-TZVPD
Pt 1.32568 -0.15781 0.41221
C -2.36092 1.74037 0.78986
C -2.69001 0.80988 -0.23677
C -2.65325 -0.33944 1.75536
C -2.34682 1.02604 2.02694
C -2.88622 -0.47234 0.36137
C -2.13033 3.19635 0.61710
H -1.81044 3.42006 -0.41343
H -1.35167 3.55290 1.30908
H -3.05439 3.76963 0.82186
C -2.13706 1.60088 3.36926
H -1.94252 2.67931 3.31312
H -1.29752 1.11836 3.89154
H -3.02807 1.47029 4.00443
C -2.77873 -1.40347 2.76389
H -3.81205 -1.48515 3.13837
H -2.11996 -1.22650 3.62311
H -2.51781 -2.37692 2.32813
C -3.32990 -1.68791 -0.34237
H -4.40892 -1.65255 -0.55801
H -3.13780 -2.57740 0.26450
H -2.80695 -1.80347 -1.30222
C -2.91766 1.15343 -1.64993
H -3.88920 1.64906 -1.81695
H -2.90339 0.25671 -2.27815
H -2.14672 1.83628 -2.02858
C 1.68930 0.27238 -2.24363
C 0.59714 1.04736 -2.34287
C -0.03014 1.36971 -3.66723
C -0.94183 0.25288 -4.27340
C -0.95328 -1.05886 -3.54166
C 0.13949 -1.84306 -3.49665
C 1.42575 -1.46758 -4.16252
C 2.29097 -0.39295 -3.45192
H 0.74398 1.62016 -4.40898
H -0.62368 0.11513 -5.32391
H -0.62432 2.29257 -3.57097
H 2.56906 0.36848 -4.19932
H 2.32613 0.21210 -1.32178
H 0.11791 1.47459 -1.45671
H 3.24046 -0.84973 -3.14352
H 2.03079 -2.38072 -4.25450
H 0.09248 -2.84303 -3.05832
H 1.24654 -1.12419 -5.19520
H -1.96835 0.64791 -4.32181
H -1.92689 -1.39999 -3.16965
P 2.17161 1.88773 1.08838
C 1.46752 2.63417 2.60448
H 2.14290 3.43668 2.93895
H 1.37486 1.89137 3.40750
H 0.47410 3.05566 2.39464
C 3.95045 1.73226 1.44853
H 4.29156 2.64800 1.95142
H 4.49851 1.59138 0.50926
H 4.12364 0.86475 2.09985
C 1.99272 3.14775 -0.18858
H 2.13522 2.69859 -1.17526
H 2.73448 3.93968 -0.03244
H 0.98144 3.56637 -0.14471
P 1.42154 -2.44540 0.32456
C -0.12373 -3.00390 -0.40912
H 0.00753 -4.00084 -0.84660
H -0.43110 -2.29893 -1.19712
H -0.90687 -3.02361 0.35704
C 2.78856 -2.92135 -0.78167
H 2.49034 -2.74722 -1.82840
H 3.02011 -3.98556 -0.61932
H 3.66908 -2.30542 -0.53679
C 1.64979 -3.38410 1.87197
H 1.85153 -4.43307 1.61621
H 0.74696 -3.32264 2.49434
H 2.50004 -2.98083 2.43937
B 0.34896 -0.44212 4.96189
C 0.69758 -0.48010 3.46175
N 0.88032 -0.43390 2.30763
H -0.79567 -0.89291 5.02385
H 0.40020 0.73389 5.32237
H 1.13695 -1.13614 5.57684
```

## Properties
* energy relative to the best compared isomer or geometry (same formula, charge and spin): 0.000 eV
* highest occupied orbital energy (alpha / beta): -12.647 / -14.679 eV
* net charge: +2
* spin multiplicity: 5

# 3
Entry from the Open Molecules 2025 dataset: C25H48BrClO2P2Sn as an isolated structure at a distorted geometry (ωB97M-V/def2-TZVPD).

Structure (XYZ):
```
80
C25H48BrClO2P2Sn | the Open Molecules 2025 dataset | ωB97M-V/def2-TZVPD
Sn -0.08819 -0.74573 0.33825
Cl -0.59719 -0.43351 -2.10010
P -0.54482 -3.23998 -0.27164
C 0.55402 -3.90336 -1.60853
C -0.31296 -4.34549 1.19695
C -2.25019 -3.45510 -0.94854
C 1.90868 -3.19768 -1.65246
H -0.00120 -3.63219 -2.52287
C 0.72251 -5.42402 -1.56176
H 1.13114 -5.77190 -0.60513
H 1.42601 -5.71974 -2.34910
H -0.21170 -5.96069 -1.74932
H 1.80295 -2.11063 -1.67598
H 2.41258 -3.50873 -2.57508
H 2.54882 -3.47643 -0.80752
H -2.15948 -2.91101 -1.90524
C -3.31688 -2.75254 -0.10160
C -2.59278 -4.91766 -1.23301
H -2.01338 -5.30860 -2.07511
H -3.65034 -4.99193 -1.51154
H -2.43161 -5.56508 -0.35946
H -3.01169 -1.74260 0.20389
H -3.57910 -3.33970 0.78714
H -4.22125 -2.65065 -0.71866
C 1.12558 -4.20754 1.71662
H -0.47461 -5.37141 0.82425
C -1.32113 -4.07299 2.31479
H 1.87013 -4.66596 1.05259
H 1.19001 -4.71097 2.69118
H 1.39252 -3.15074 1.86638
H -1.26247 -3.02667 2.65166
H -1.05787 -4.70941 3.17090
H -2.35150 -4.30745 2.02497
H 1.62531 -0.98124 0.50427
H -1.29828 0.43768 0.81626
P 0.57990 4.15031 -0.42827
C -0.63103 4.54662 -1.70321
C 0.33302 4.57875 1.30808
C 2.15611 3.67034 -1.14519
C -1.75694 3.49847 -1.69127
H -0.07419 4.43170 -2.65401
C -1.11754 5.99919 -1.59975
H -1.50932 6.22849 -0.59899
H -1.91255 6.16216 -2.33829
H -0.30193 6.69629 -1.82630
H -1.35449 2.47652 -1.70511
H -2.36674 3.62970 -2.59333
H -2.40594 3.60910 -0.81231
H 1.85120 3.15949 -2.07992
C 2.91008 2.62968 -0.29641
C 2.96808 4.92526 -1.50450
H 2.49560 5.47399 -2.32880
H 3.97655 4.63799 -1.82566
H 3.05627 5.60299 -0.64562
H 2.24492 1.82385 0.04801
H 3.39994 3.09094 0.57096
H 3.68398 2.16793 -0.92352
C -0.98371 3.97416 1.83494
H 0.24621 5.68224 1.27799
C 1.50099 4.20479 2.24135
H -1.85500 4.27355 1.23744
H -1.14906 4.33390 2.85971
H -0.91665 2.87517 1.85261
H 1.55320 3.11389 2.38450
H 1.31485 4.66096 3.22420
H 2.46485 4.58841 1.88413
Br -0.49362 2.01176 5.28333
C -0.11525 0.22538 5.76192
C -0.35183 -0.20497 7.07768
C -0.10722 -1.53454 7.43834
C 0.45457 -2.42013 6.51133
C 0.71577 -1.99155 5.20935
C 0.37917 -0.68663 4.80679
C 0.37653 -0.32979 3.33064
O 0.91608 0.68559 2.86750
O -0.25614 -1.22980 2.64014
H -0.73726 0.49484 7.81314
H -0.35438 -1.87244 8.44446
H 0.68162 -3.44908 6.79188
H 1.17158 -2.67236 4.48473
```

## Properties
* highest occupied orbital energy: -5.726 eV
* spin multiplicity: 1

# 4
Entry from the Open Molecules 2025 dataset: C25H48Cl3N4O3SSiSm as an isolated structure at a distorted geometry (ωB97M-V/def2-TZVPD).

Structure (XYZ):
```
86
C25H48Cl3N4O3SSiSm | the Open Molecules 2025 dataset | ωB97M-V/def2-TZVPD
C -5.63061 2.13224 0.16475
C -4.60220 1.27652 0.83536
H -6.34373 2.43785 0.93503
H -6.16772 1.58923 -0.62689
H -5.21454 3.03631 -0.28122
C -4.95990 0.33129 1.73266
C -6.38018 -0.04264 1.95601
H -4.22110 -0.25953 2.27965
H -6.84017 -0.49728 1.06141
H -6.95368 0.85764 2.22375
H -6.48240 -0.73255 2.80486
Sm 1.46876 -1.13257 -1.59974
Cl 1.92954 1.43676 -1.96738
Cl 0.65440 -1.58193 -3.95056
H 5.21669 -1.81356 -4.58898
H 5.44891 1.66414 -4.46473
C 4.28135 -1.23867 -4.70111
C 4.42999 1.28882 -4.57506
N 4.32400 -0.00963 -3.90333
H 3.41967 -1.86669 -4.42182
C 4.29512 -0.04056 -2.57537
O 3.91387 -1.05723 -1.87356
H 3.74287 2.02217 -4.12897
H 4.55098 0.93107 -2.09896
H 4.18609 -0.92478 -5.74488
H 4.19375 1.16021 -5.62798
H -3.07865 -2.10030 -0.64726
H -3.19124 -2.75438 1.86552
C -2.59042 -3.07977 -0.75020
C -2.49512 -3.57738 1.66251
N -1.74715 -3.29338 0.42909
H -2.00035 -3.11991 -1.66570
C -0.40776 -3.22253 0.36291
O 0.26866 -3.13322 -0.70046
H -1.81812 -3.68756 2.51658
H 0.10110 -3.19460 1.34928
H -3.37042 -3.84474 -0.73012
H -3.09114 -4.48887 1.53867
O -2.91539 1.20553 -0.90358
C -3.19435 1.60553 0.47299
C -1.94029 -0.19457 1.79864
C -2.17049 1.14728 1.49151
H -2.27501 -0.95611 1.09100
C -1.23150 -0.53982 2.94961
H -3.10621 2.70350 0.48880
C -1.44234 2.13188 2.15953
H -1.13390 -1.57279 3.25414
C -0.61608 0.45688 3.70240
C -0.69707 1.77805 3.26469
H -1.51776 3.16307 1.79307
H -0.03088 0.18070 4.57706
H -0.20370 2.54723 3.86163
Si -3.42480 1.41501 -2.43810
Cl 0.01217 -0.21385 0.04757
C -3.36071 -0.37140 -3.03044
C -1.75323 2.03954 -3.09979
C -4.75493 2.57232 -2.93670
H -2.86810 -1.01093 -2.27667
H -2.72754 -0.39878 -3.93250
H -4.34433 -0.79327 -3.27926
H -5.77160 2.30724 -2.62772
H -4.69030 2.57488 -4.03006
H -4.51581 3.56676 -2.56148
H -1.21049 2.61978 -2.33798
H -1.87658 2.65108 -3.99884
H -1.11292 1.17888 -3.35776
C 4.71377 0.49895 5.18716
C 4.47155 -0.34874 3.95181
N 3.66221 0.48455 3.01585
C 3.30950 -0.24977 1.90075
S 1.83530 -1.03856 1.82045
N 4.26841 -0.49109 1.00742
C 5.46696 0.34496 0.87376
C 6.52585 -0.46567 0.15363
H 5.06036 1.49183 4.88863
H 5.47938 0.02319 5.80398
H 3.79419 0.60468 5.77450
H 5.40167 -0.62361 3.44168
H 3.90929 -1.26939 4.20863
H 2.81989 0.79021 3.49555
H 3.97805 -0.91384 0.13094
H 5.20635 1.24608 0.28655
H 5.77018 0.63949 1.88472
H 6.20856 -0.70073 -0.86892
H 7.44697 0.11790 0.11873
H 6.70657 -1.40403 0.68866
```

## Properties
* energy relative to the best compared isomer or geometry (same formula, charge and spin): 1.489 eV
* highest occupied orbital energy (alpha / beta): -7.285 / -7.309 eV
* spin multiplicity: 6

- Look up the spin multiplicity of the first one.
  1

- Number 2 is which compound?
  C25H48BNP2Pt

- Which formula does entry 2 have?
  C25H48BNP2Pt